C3H9N3S | wB97M-V/def2-TZVPD

The charge is 0.

```
16
C3H9N3S, DFT wB97M-V/def2-TZVPD
C 2.15140 0.84412 -0.13470
C -0.26423 0.44425 0.13334
C -2.49426 -0.33238 -0.30463
H 2.96442 1.60116 -0.49668
H 2.09620 0.05384 -1.02296
H 2.47086 0.47270 0.88244
H 0.47649 2.03190 -0.43839
H 0.81413 -0.42057 1.78880
H 0.79884 -1.67339 -0.66280
H -3.11629 -0.38683 0.92255
H -3.51362 -0.18225 -1.68664
H -1.78049 -1.60378 -0.43177
N 0.79480 1.26960 0.05838
N 0.00502 -0.67309 1.15654
N -1.50429 0.80125 -0.34739
S 0.10102 -2.24654 0.58393
```

Results of the Mulliken charge analysis, in e, for atoms 1 through 4:
1 C -0.622
2 C 0.258
3 C -0.555
4 H 0.305

C3H9N4 | wB97M-V/def2-TZVPD

The charge is +1.

```
16
C3H9N4, DFT wB97M-V/def2-TZVPD
C -2.08579 -1.41041 -0.37736
C 0.36067 -1.96586 -0.04168
C 0.84629 1.51212 0.35049
N -2.46297 -1.32058 0.83704
N 1.17415 0.60151 -0.52833
N -0.68251 -1.51785 -0.69604
N 1.53024 2.57036 0.62886
H -2.70634 -1.41025 -1.21764
H 1.33921 -1.72511 -0.46047
H 0.28996 -2.56204 0.85734
H -0.18346 1.35353 0.63505
H -3.48178 -1.39354 0.89846
H 2.10050 0.67130 -0.89321
H -0.41607 -0.92033 -1.48639
H 2.27583 2.41508 0.00266
H 1.58248 3.23098 1.45274
```

Results of the Mulliken charge analysis, in e, for atoms 1 through 4:
1 C -0.118
2 C -0.084
3 C 0.037
4 N -0.488

C3H9N4 | wB97M-V/def2-TZVPD

The charge is +1. As for the structure (SMILES): C[C@H]1NC(N)=N[NH2+]1.

```
16
C3H9N4, DFT wB97M-V/def2-TZVPD
C 1.56414 0.04734 0.04699
C -0.96237 -0.03977 -0.52553
C -2.05153 0.34468 0.40694
N 1.13242 -1.14906 0.22352
N 0.41542 0.78567 -0.32283
N 2.72475 0.60965 0.10425
N -0.18447 -1.32231 -0.04145
H -1.19715 -0.06815 -1.52872
H -2.61687 1.21849 0.25317
H -1.58456 0.43970 1.50637
H -2.72661 -0.42731 0.46742
H 0.41752 1.73241 -0.60593
H 2.53028 1.53091 -0.12018
H 3.60931 0.02983 0.09949
H -0.44971 -2.00958 -0.78226
H -0.62059 -1.72249 0.81875
```

Results of the Mulliken charge analysis, in e, for atoms 1 through 4:
1 C 0.628
2 C -0.012
3 C -1.227
4 N -0.936

Number 1: energy -18554.72219 eV, frontier orbital gap 8.44 eV. Number 2: energy -9208.54100 eV, frontier orbital gap 7.93 eV. Number 3: energy -9208.45741 eV, frontier orbital gap 10.52 eV.